Entry 1:
Computed, not measured: 2 unconnected molecules or ions with the total composition CNO3P at a distorted geometry, with the ωB97M-V functional and the def2-TZVPD basis.

```
6
Properties=species:S:1:pos:R:3
C 1.95045 -0.33144 0.01478
N 3.03499 0.18664 -0.13660
O -1.05380 0.96998 -1.08812
O -1.30678 -1.45341 -0.16819
O -1.53746 0.61345 1.32973
P -1.08739 0.01477 0.04840
```

Calculated values
Largest force on an atom ... 4.2 eV Å⁻¹
HOMO-LUMO gap ... 0.30667 Ha
Total charge ... -2

Entry 2:
Computed, not measured: a single C6H16N2 molecule at a distorted geometry, with the ωB97M-V functional and the def2-TZVPD basis.

```
24
Properties=species:S:1:pos:R:3
C 2.52833 -0.41946 2.85651
C 2.10831 0.70304 1.89651
C 2.04948 0.20576 0.42814
C 0.83987 -0.56491 0.04887
N -0.28237 0.31204 -0.28003
C -1.22204 -0.41143 -1.15843
C -2.40323 0.50760 -1.60300
N -3.42429 -0.19674 -2.38620
H 2.47575 -0.04071 3.88211
H 1.97828 -1.31709 2.57143
H 3.55744 -0.73473 2.58608
H 2.77325 1.54783 2.03578
H 1.09673 1.06862 2.21437
H 3.03164 -0.22023 0.18204
H 2.12148 1.15689 -0.17337
H 0.58087 -1.26141 0.86746
H 1.03390 -1.19085 -0.82535
H -0.86056 0.74727 0.42287
H -1.67912 -1.27160 -0.62112
H -0.74340 -0.79860 -2.07402
H -2.96748 0.83753 -0.70894
H -1.94745 1.35008 -2.11507
H -4.17302 0.45036 -2.55418
H -3.61873 -1.13058 -2.06807
```

Calculated values
Largest force on an atom ... 3.6 eV Å⁻¹
HOMO-LUMO gap ... 0.36069 Ha
Total charge ... 0

Entry 3:
Computed, not measured: a molecular structure, C12H24CrN2O15Ti at a distorted geometry, with the ωB97M-V functional and the def2-TZVPD basis.

```
55
Properties=species:S:1:pos:R:3
Cr -1.74324 -1.40084 4.12161
Ti 0.93094 2.97028 3.37080
N -2.09858 -4.36577 2.79529
O -1.87563 -4.89496 1.70448
O -2.10924 -5.09178 3.78800
O -2.13709 -3.20126 2.98200
N 0.53007 -0.19087 2.10917
O 1.40706 -0.63777 1.37774
O -0.14579 -1.05172 2.68628
O 0.23144 0.97696 2.27509
C -2.04581 -0.11022 -1.16584
C -2.59634 -0.70996 0.16120
O -3.40200 0.34462 0.74792
C -3.69922 0.33365 2.00347
O -3.08840 -0.25817 2.87238
O -4.68036 1.26458 2.28320
C -5.02536 1.68320 3.57426
H -2.87467 0.03212 -1.85927
H -1.33756 -0.81478 -1.60180
H -1.61532 0.89016 -1.12079
H -1.74858 -1.05111 0.75536
H -3.10400 -1.66329 0.01445
H -6.05389 2.03722 3.50421
H -4.44847 2.56937 3.83882
H -4.74301 0.92055 4.30002
C 1.39052 1.29601 -1.87320
C 1.18463 2.03777 -0.45476
O 1.90459 3.25012 -0.56666
C 2.36348 3.91645 0.44916
O 2.38713 3.61895 1.66937
O 2.87475 5.08555 -0.04753
C 3.13466 6.08393 0.80984
H 1.08478 0.25137 -1.81522
H 2.44584 1.17529 -2.11777
H 0.81610 1.81643 -2.63956
H 1.68333 1.47358 0.33333
H 0.14582 2.25627 -0.20732
H 2.24375 6.46438 1.30947
H 3.37386 7.07119 0.41462
H 3.97757 5.82174 1.44926
C 1.08569 -1.66170 -5.36502
C 2.11314 -2.16227 -4.29498
O 1.39350 -2.63146 -3.15244
C 2.13989 -2.86358 -2.05232
O 3.35403 -2.72548 -1.91440
O 1.24681 -3.34694 -1.13153
C 1.69550 -3.79115 0.14218
H 0.49195 -2.48748 -5.75703
H 1.58571 -1.27977 -6.25508
H 0.40919 -0.99826 -4.82624
H 2.94660 -1.47664 -4.14216
H 2.59002 -2.94370 -4.88664
H 0.80384 -4.18123 0.63297
H 2.21494 -3.02417 0.71667
H 2.39148 -4.62546 0.05477
```

Calculated values
2S+1 ... 8
Largest force on an atom ... 9.6 eV Å⁻¹
⟨S²⟩ ... 15.7654
HOMO-LUMO gap (spin up / spin down) ... 0.16410 / 0.22768 Ha
Total charge ... +1

Entry 4:
Computed, not measured: a molecular structure, C25H45N2O3Pt at a distorted geometry, with the ωB97M-V functional and the def2-TZVPD basis.

```
76
Properties=species:S:1:pos:R:3
Pt 0.01985 -0.18124 0.81969
C -1.54510 0.46775 2.04132
C -1.76423 -0.91120 1.88611
C -2.80029 -1.02460 0.70369
C -3.16965 0.24965 0.34790
C -2.50858 1.19044 1.15654
C -2.80415 2.61880 1.19975
C -2.78872 3.17482 -0.25002
C -1.84267 3.40090 2.10821
C -4.26011 2.71756 1.76556
C -3.35244 -2.21534 0.00233
C -2.18135 -3.04094 -0.58678
C -4.25745 -1.77035 -1.16091
C -4.22071 -3.07059 0.97283
C -1.41110 -1.83306 3.04709
C -2.65829 -1.80901 3.96695
C -0.21907 -1.24408 3.84012
C -1.04838 -3.27696 2.67254
H -1.16520 0.90982 2.95015
H -3.89122 0.49187 -0.41822
H -1.82555 3.00198 -0.74143
H -2.97253 4.24964 -0.20049
H -3.57482 2.73182 -0.86563
H -0.79508 3.20973 1.86114
H -1.99620 3.15696 3.16481
H -2.03288 4.46860 2.00180
H -4.97989 2.17508 1.14844
H -4.53050 3.77450 1.76837
H -4.32439 2.34589 2.79008
H -1.58458 -2.43052 -1.27256
H -2.60835 -3.87148 -1.15156
H -1.51843 -3.44561 0.17453
H -3.71836 -1.17248 -1.90447
H -5.13667 -1.21726 -0.81605
H -4.61967 -2.66400 -1.66339
H -3.65320 -3.59902 1.72654
H -4.73890 -3.81808 0.37214
H -4.97652 -2.45978 1.47219
H -2.96590 -0.78518 4.20962
H -2.39849 -2.31228 4.90223
H -3.50972 -2.33209 3.52997
H -0.49828 -0.38872 4.45941
H 0.61582 -0.94722 3.19862
H 0.16830 -2.00976 4.50782
H -1.85998 -3.82328 2.21151
H -0.79920 -3.80366 3.59304
H -0.17768 -3.31002 2.01549
C 1.36474 -4.72527 -0.25823
N 2.21644 -3.57179 -0.61999
C 3.53134 -3.89581 -1.21480
C 1.83680 -2.35825 -0.34009
O 0.72355 -2.11303 0.21922
C 2.74324 -1.21062 -0.70969
O 2.07349 -0.03576 -0.25910
C 2.59917 1.18177 -0.73631
C 1.57283 2.21930 -0.38446
O 0.49112 1.88506 0.17001
N 1.81705 3.49608 -0.69044
C 3.09924 3.92149 -1.27651
C 0.85143 4.56496 -0.38761
H 1.47357 -5.48796 -1.02271
H 0.32879 -4.42074 -0.19717
H 1.68047 -5.13955 0.69811
H 3.38740 -4.62072 -2.00938
H 4.18476 -4.33458 -0.46203
H 4.01590 -3.02242 -1.63865
H 2.88448 -1.17721 -1.78864
H 3.71118 -1.30294 -0.22328
H 2.72720 1.15430 -1.82000
H 3.55862 1.40327 -0.27116
H 3.59010 3.11668 -1.81626
H 3.76027 4.28120 -0.48241
H 2.91356 4.74576 -1.95927
H -0.04302 4.16095 0.05991
H 0.60871 5.08391 -1.31389
H 1.31964 5.28066 0.29032
```

Calculated values
Largest force on an atom ... 2.4 eV Å⁻¹
HOMO-LUMO gap (spin up / spin down) ... 0.23354 / 0.24592 Ha
Total charge ... +3

Entry 5:
Computed, not measured: a single C3H5NO molecule at a distorted geometry, with the ωB97M-V functional and the def2-TZVPD basis.

```
10
Properties=species:S:1:pos:R:3
C 1.65250 0.90838 0.05428
C -1.85578 -0.29721 -0.41359
C -0.52373 0.13736 0.20335
N 0.52564 0.62907 -0.46529
O -1.80794 0.96878 0.22732
H 2.42994 1.48365 -0.44589
H 1.93361 0.59973 1.13919
H -2.23965 -0.31301 -1.46013
H -2.35117 -0.97559 0.20134
H -0.24234 -0.36591 1.19866
```

Calculated values
2S+1 ... 3
Largest force on an atom ... 6.1 eV Å⁻¹
⟨S²⟩ ... 2.0066
HOMO-LUMO gap (spin up / spin down) ... 0.26954 / 0.26212 Ha
Total charge ... 0

Entry 6:
Computed, not measured: a single C20H28N4O3S molecule at a distorted geometry, with the ωB97M-V functional and the def2-TZVPD basis.

```
56
Properties=species:S:1:pos:R:3
C -3.25734 -3.46488 -2.35090
C -3.31931 -3.61111 -0.83604
N -3.00911 -2.35838 -0.19203
C -2.15344 -2.21267 0.84170
S -1.32709 -3.52999 1.43679
N -2.00892 -0.97667 1.37519
C -2.61246 0.20515 0.79330
C -1.92157 0.65858 -0.49925
C -2.78531 1.65617 -1.27094
N -3.29101 2.73056 -0.43646
C -2.23770 3.59812 0.05461
C -4.30361 3.49296 -1.13676
C -1.05861 -0.75525 2.45106
C 0.26934 -0.25919 1.94361
C 1.21549 -1.09656 1.45925
C 2.46503 -0.61591 0.96846
C 3.46843 -1.45919 0.48480
C 4.66875 -0.94830 0.03734
C 4.88025 0.44489 0.04034
C 3.90341 1.29089 0.53533
C 2.70115 0.77311 1.00603
N 1.71849 1.59065 1.49650
C 0.49054 1.18162 1.96698
O -0.31823 2.01341 2.35318
O 6.03110 1.00413 -0.43635
C 6.83111 0.11435 -1.18689
C 6.91523 -1.23849 -0.48420
O 5.63368 -1.81985 -0.39871
H -3.98128 -2.72933 -2.69807
H -2.26380 -3.14845 -2.65930
H -3.48049 -4.41725 -2.82302
H -4.31841 -3.94922 -0.53241
H -2.58793 -4.34470 -0.48998
H -3.55286 -1.56591 -0.49313
H -3.67933 0.03632 0.61020
H -2.54110 1.00806 1.52647
H -0.95808 1.10418 -0.25284
H -1.72447 -0.20180 -1.14340
H -3.65510 1.12809 -1.67622
H -2.20316 2.04414 -2.12905
H -2.69035 4.41571 0.61224
H -1.63192 4.02467 -0.76111
H -1.58796 3.05292 0.73469
H -4.70474 4.24986 -0.46507
H -3.91572 3.99444 -2.03828
H -5.11639 2.83040 -1.43344
H -0.92397 -1.70522 2.97374
H -1.48064 -0.01131 3.13129
H 1.03093 -2.16102 1.44334
H 3.31565 -2.52600 0.46463
H 4.09398 2.35249 0.54164
H 1.89041 2.58912 1.52299
H 7.81294 0.58145 -1.27381
H 6.39706 -0.02260 -2.18659
H 7.53611 -1.93876 -1.04423
H 7.33236 -1.09842 0.52277
```

Calculated values
Largest force on an atom ... 1.0 eV Å⁻¹
HOMO-LUMO gap ... 0.29782 Ha
Total charge ... 0

Entry 7:
Computed, not measured: a single C7H8O3 molecule at a distorted geometry, with the ωB97M-V functional and the def2-TZVPD basis.

```
18
Properties=species:S:1:pos:R:3
C -1.23635 -0.24273 0.41331
C 0.61548 1.45551 -0.01946
C -0.29897 -1.24373 0.21149
C 1.06535 -0.98074 -0.18475
C -0.80788 1.20976 0.24325
C 1.63187 -1.89356 -1.23558
C -1.72892 2.20904 0.70254
O -2.33700 -0.42797 0.97956
O 1.20976 2.51165 0.04645
O 1.35864 0.36925 -0.45577
H -0.61414 -2.14202 0.50582
H 1.65655 -1.31502 0.69054
H 0.81396 -2.11894 -1.95289
H 1.85607 -2.98396 -0.83971
H 2.62262 -1.76557 -1.72192
H -1.46332 2.41585 1.84254
H -2.80608 1.72713 0.60882
H -1.53763 3.21606 0.16576
```

Calculated values
Largest force on an atom ... 4.1 eV Å⁻¹
HOMO-LUMO gap (spin up / spin down) ... 0.28123 / 0.26238 Ha
Total charge ... 0